(1)
44
Properties=species:S:1:pos:R:3 method="wB97M-V/def2-TZVPD" mol_weight_g_mol=263.385 homo_lumo_gap_ha=0.370 homo_ev=-9.397 smiles="N#CCC(=O)NN=C1CCCCCCCCCCC1" e_above_lowest_ev=0.308
N 1.83075 -2.00034 1.50390
C 1.08987 -2.53447 0.81665
C 0.13647 -3.19357 -0.03501
C -1.26879 -2.80322 0.41806
O -1.96957 -3.49431 1.11868
N -1.67014 -1.57905 -0.00825
N -0.93279 -0.84005 -0.87170
C -1.24575 0.35174 -1.18129
C -0.39868 1.05061 -2.20225
C 0.85097 0.29151 -2.64345
C 1.94746 0.15244 -1.58402
C 2.75144 1.42766 -1.29890
C 2.23113 2.33802 -0.18154
C 2.17863 1.66573 1.19860
C 0.78080 1.24209 1.65667
C -0.14840 2.40977 2.02879
C -1.24258 2.69816 0.99690
C -2.24045 1.54013 0.83026
C -2.43237 1.11009 -0.63650
H 0.25355 -4.27474 0.05854
H 0.29539 -2.86345 -1.06327
H -2.58433 -1.26372 0.31357
H -1.03566 1.22275 -3.07794
H -0.12287 2.03505 -1.82306
H 1.26801 0.79961 -3.51663
H 0.54356 -0.70763 -2.95760
H 2.64728 -0.60137 -1.95334
H 1.52266 -0.23400 -0.66174
H 3.76608 1.13069 -1.02279
H 2.82934 2.01331 -2.21954
H 1.24942 2.73011 -0.43610
H 2.90678 3.19636 -0.13426
H 2.59062 2.34418 1.94907
H 2.81258 0.77759 1.18606
H 0.32000 0.63990 0.87663
H 0.90761 0.59290 2.52488
H 0.44572 3.31576 2.16465
H -0.63442 2.19932 2.98412
H -0.78056 2.92674 0.03742
H -1.77999 3.59728 1.30702
H -3.21401 1.83695 1.22580
H -1.90156 0.68645 1.41956
H -3.32320 0.47556 -0.70665
H -2.61416 1.99381 -1.24992

(2)
53
Properties=species:S:1:pos:R:3 method="wB97M-V/def2-TZVPD" mol_weight_g_mol=437.520 homo_lumo_gap_ha=0.270 homo_ev=-5.170 charge=-1
O -5.48428 0.89911 2.73686
C -4.65107 -0.12103 2.40054
C -5.26031 -1.57538 1.85064
C -6.29085 -1.41197 0.58267
S -5.48800 -1.71942 -1.10470
O -6.68980 -2.02305 -2.08216
O -4.83227 -0.41736 -1.65377
N -4.45959 -3.12978 -1.15823
S -2.79443 -2.72874 -1.49930
O -2.56855 -2.03380 -2.88024
O -2.07579 -1.97106 -0.31634
N -3.16486 0.15008 2.61048
C -2.53660 0.84642 1.42226
C -3.42052 1.69109 0.32958
C -2.69412 2.40050 -0.99066
C -1.04978 2.26373 -1.22228
C -0.16047 1.45798 -0.10408
C -0.91428 0.76783 1.18505
H -4.40911 -2.36791 1.69669
H -5.91819 -1.98216 2.75821
H -6.89710 -0.39460 0.63330
H -7.11459 -2.26722 0.70373
H -2.09981 -3.97775 -1.59224
H -2.71609 -0.80503 2.63604
H -4.59877 1.82901 0.39035
H -3.36186 2.98745 -1.77752
H -0.56251 2.74126 -2.17388
H 1.01066 1.34090 -0.17364
H -0.26443 0.18692 1.96690
C 3.85087 -1.51784 -0.14698
C 2.93386 -1.59505 1.04146
O 2.91417 -0.72413 1.90838
N 2.10432 -2.67274 1.14472
C 1.97885 -3.79059 0.23950
H 4.44863 -0.60353 -0.08848
H 4.53001 -2.37439 -0.15201
H 3.26588 -1.48921 -1.06997
H 1.51845 -2.65299 1.97049
H 0.94444 -3.82629 -0.11288
H 2.19877 -4.70452 0.79792
H 2.65178 -3.71492 -0.61431
C 6.55813 2.09482 -1.34593
C 5.11742 2.51652 -1.42186
O 4.27436 1.85453 -2.02306
N 4.75214 3.67308 -0.79803
C 5.58567 4.58231 -0.04749
H 6.69309 1.15550 -1.89016
H 7.19531 2.85470 -1.80584
H 6.84683 1.93443 -0.30388
H 3.76749 3.88935 -0.89392
H 5.18295 4.65185 0.96661
H 5.52873 5.56489 -0.52368
H 6.62524 4.25822 -0.00483

(3)
48
Properties=species:S:1:pos:R:3 method="wB97M-V/def2-TZVPD" mol_weight_g_mol=347.433 homo_lumo_gap_ha=0.353 homo_ev=-8.917 smiles="C=CCOC(=O)CSC[C@H](NC(=O)OC(C)(C)C)C(=O)OCC" e_above_lowest_ev=0.072
C -3.21896 -2.51078 0.58741
C -3.78413 -1.36201 0.90449
C -4.80438 -0.67572 0.04806
O -4.33396 0.56248 -0.50413
C -4.20602 1.60368 0.32208
O -4.40770 1.56473 1.50589
C -3.77465 2.82893 -0.44533
S -1.96635 3.06401 -0.33267
C -1.36798 1.53844 -1.12521
C -0.92716 0.50295 -0.09165
N 0.28549 0.88598 0.58927
C 1.48378 0.73607 -0.03436
O 1.61252 0.13824 -1.07781
O 2.44937 1.30977 0.68959
C 3.83446 1.21325 0.27014
C 4.26815 -0.25140 0.22152
C 4.02373 1.88936 -1.08704
C 4.60199 1.96591 1.35717
C -0.71039 -0.85202 -0.78434
O -1.10097 -1.11374 -1.88898
O -0.12400 -1.71035 0.03754
C 0.24268 -2.97185 -0.53080
C 1.03460 -3.74683 0.50458
H -2.50030 -2.98273 1.23474
H -3.45839 -3.02527 -0.32873
H -3.54176 -0.85037 1.82591
H -5.70022 -0.46433 0.64518
H -5.06095 -1.28225 -0.82176
H -4.04615 2.74826 -1.49667
H -4.20359 3.72088 0.00735
H -2.15951 1.13348 -1.75258
H -0.51861 1.81002 -1.75108
H -1.70576 0.36087 0.66569
H 0.22923 1.52057 1.36958
H 4.08237 -0.72673 1.18257
H 3.71272 -0.78071 -0.54778
H 5.32920 -0.31196 -0.00365
H 5.07745 1.89126 -1.35122
H 3.46804 1.35575 -1.85314
H 3.66793 2.91665 -1.04489
H 4.25846 2.99545 1.40977
H 4.43606 1.49715 2.32340
H 5.66474 1.95659 1.13490
H 0.83732 -2.78016 -1.42982
H -0.66767 -3.50514 -0.82599
H 1.92548 -3.18996 0.78104
H 0.43507 -3.90759 1.39668
H 1.32876 -4.70880 0.09506

(4)
56
Properties=species:S:1:pos:R:3 method="wB97M-V/def2-TZVPD" mol_weight_g_mol=576.065 homo_lumo_gap_ha=0.278 homo_ev=-9.312 smiles="CCOCCOCC1=C(P(=N)(O)O)C(=O)OC1=O.ClCCCl.ClCCCl.ClCCCl" e_above_lowest_ev=3.858
C -1.98628 -4.21065 0.15376
C -3.25683 -3.22014 0.09551
O -2.97725 -1.82798 0.37937
C -2.54063 -1.60445 1.74252
C -1.31458 -0.51545 1.76745
O -1.02264 0.01689 0.44433
C -0.01570 -0.81077 -0.22516
C 1.46263 -0.21790 -0.05531
C 2.09652 0.92589 -0.61519
P 1.35459 2.14132 -1.84598
N 0.32247 1.46872 -2.87037
O 2.69464 2.77738 -2.73190
O 0.60091 3.42884 -1.02151
C 3.54807 0.90430 0.05226
O 4.31681 1.89063 0.21285
O 3.75840 -0.44662 0.46602
C 2.48307 -0.99014 0.90613
O 2.27634 -1.85959 1.77250
H -1.88435 -4.57957 1.24825
H -2.13356 -5.17223 -0.47641
H -1.00666 -3.72913 -0.18562
H -3.62961 -3.24922 -1.00311
H -4.12812 -3.65699 0.71667
H -2.30938 -2.54954 2.34054
H -3.41340 -1.08138 2.30058
H -0.38085 -0.94166 2.30394
H -1.62884 0.40073 2.40573
H -0.02663 -1.81144 0.36252
H -0.29969 -1.07871 -1.29994
H 0.26122 0.47613 -2.59633
H 2.36461 3.26345 -3.52281
H 1.26958 3.73553 -0.35298
Cl -6.71584 0.37330 0.52849
C -5.90942 1.90378 0.95224
C -4.54541 1.67861 1.57397
Cl -4.65801 0.94245 3.19318
H -6.56883 2.46009 1.62111
H -5.80450 2.47305 0.02641
H -4.03116 2.63407 1.69603
H -3.92146 1.03338 0.95127
Cl 2.08031 -7.02610 2.99016
C 2.93736 -6.42107 1.55065
C 2.57726 -4.98290 1.23284
Cl 0.89440 -4.82081 0.66842
H 2.70874 -7.08652 0.71595
H 4.00568 -6.49670 1.76349
H 3.21746 -4.60905 0.43105
H 2.70662 -4.33555 2.10049
Cl 2.38248 5.77700 -4.47456
C 3.10610 7.11117 -3.54068
C 3.62392 6.65332 -2.19092
Cl 2.30451 6.19833 -1.08425
H 2.35547 7.89688 -3.43718
H 3.93039 7.50446 -4.13905
H 4.17399 7.46493 -1.71046
H 4.29507 5.79764 -2.28695

(5)
54
Properties=species:S:1:pos:R:3 method="wB97M-V/def2-TZVPD" mol_weight_g_mol=435.938 homo_lumo_gap_ha=0.347 homo_ev=-9.215
C 6.19130 2.91364 -2.75268
N 7.25136 1.98053 -2.33908
C 7.01725 0.71512 -1.88742
N 7.83240 0.02854 -1.15388
N 9.05072 0.40831 -0.66889
O 9.70005 -0.47797 -0.11728
O 9.44006 1.57573 -0.78851
N 5.83933 0.15111 -2.28172
C 5.49501 -1.26161 -2.05380
C 4.40480 -1.37532 -1.02908
C 3.82172 -0.36180 -0.30814
N 2.83673 -0.75775 0.58674
C 2.69159 -2.06128 0.56380
Cl 1.52176 -2.90164 1.54782
S 3.74076 -2.91593 -0.55393
H 5.75035 2.60107 -3.70507
H 5.40194 2.96440 -1.99415
H 6.60400 3.91933 -2.88417
H 8.09685 2.37128 -1.93018
H 5.38569 0.63162 -3.04518
H 6.36125 -1.84610 -1.71888
H 5.16123 -1.71252 -2.99474
H 4.10218 0.68105 -0.42481
C -4.07142 -3.55559 1.12046
N -2.83696 -2.87747 1.51517
C -2.65726 -1.56584 1.69631
O -1.55397 -1.14741 2.02969
C -3.80946 -0.57641 1.43832
C -3.83255 -0.14826 -0.04263
C -4.91615 0.87184 -0.43940
C -4.81380 1.14766 -1.94091
C -6.33454 0.37647 -0.15531
N -3.66759 0.59947 2.30483
C -4.54811 0.97236 3.23199
C -4.15507 2.13915 4.10665
O -5.62513 0.41620 3.40351
H -3.89646 -4.63074 1.05549
H -4.85254 -3.37149 1.86138
H -4.40581 -3.19579 0.14609
H -2.02122 -3.44224 1.69850
H -4.74708 -1.08000 1.67177
H -3.95531 -1.04007 -0.65758
H -2.85884 0.28231 -0.28245
H -4.75347 1.80779 0.09535
H -4.99851 0.23336 -2.50556
H -5.54973 1.89963 -2.22614
H -3.81919 1.52459 -2.17898
H -6.50695 -0.57888 -0.64989
H -7.05897 1.10580 -0.51627
H -6.48154 0.25833 0.91755
H -2.77326 1.06496 2.28697
H -3.20270 1.92320 4.58830
H -4.92407 2.28213 4.86480
H -4.07065 3.03515 3.49522